Molecular formula: C51H67N2P3RuSi
Method: DFT, ωB97M-V with the def2-TZVPD basis set

Properties
**Max |F|**: 0.0497 hartree/bohr
**Spin multiplicity**: 5
**Charge**: +2
**HOMO (spin up / spin down)**: -10.69 / -12.89 eV
**E_LUMO (spin up / spin down)**: -0.163 / -0.259 Ha

Structure (XYZ):
```
125
C51H67N2P3RuSi | the OMol25 dataset | ωB97M-V with the def2-TZVPD basis set
Ru -0.003 -1.181 0.949
C -0.840 1.580 3.980
C 0.619 1.140 3.996
C 1.481 2.258 4.576
P 1.121 0.582 2.271
C 2.969 0.299 2.440
C 3.244 -0.596 3.651
C 3.506 -0.347 1.159
C 0.920 2.122 1.319
C 1.751 3.221 1.485
C 1.483 4.403 0.816
C 0.393 4.491 -0.032
C -0.427 3.391 -0.220
C -0.178 2.205 0.453
Si -1.309 0.682 0.237
C -2.767 0.792 1.457
C -3.412 1.996 1.701
C -4.337 2.093 2.727
C -4.622 0.986 3.508
C -4.024 -0.235 3.240
C -3.091 -0.339 2.218
P -2.296 -1.888 1.662
C -3.660 -2.398 0.449
C -3.624 -3.876 0.075
C -5.082 -2.031 0.874
C -2.125 -3.111 3.082
C -1.493 -4.389 2.517
C -3.336 -3.481 3.937
C -1.883 0.239 -1.527
C -3.044 0.823 -2.020
C -3.447 0.592 -3.324
C -2.675 -0.216 -4.142
C -1.532 -0.823 -3.649
C -1.135 -0.631 -2.329
P 0.269 -1.503 -1.537
C -0.287 -3.313 -1.687
C -0.769 -3.923 -3.012
C 0.767 -4.226 -1.058
C 1.853 -1.386 -2.553
C 1.804 -1.953 -3.970
C 2.408 0.048 -2.618
H -1.126 1.974 4.952
H -1.497 0.748 3.745
H -0.996 2.371 3.249
H 0.716 0.243 4.620
H 1.324 3.189 4.039
H 2.542 2.030 4.576
H 1.182 2.431 5.608
H 3.474 1.260 2.592
H 2.634 -1.497 3.611
H 3.036 -0.090 4.591
H 4.293 -0.889 3.664
H 2.801 -1.089 0.761
H 4.457 -0.838 1.358
H 3.688 0.400 0.393
H 2.617 3.164 2.127
H 2.134 5.251 0.958
H 0.182 5.414 -0.547
H -1.261 3.459 -0.902
H -3.171 2.863 1.102
H -4.807 3.041 2.932
H -5.314 1.068 4.331
H -4.282 -1.097 3.831
H -3.406 -1.797 -0.438
H -4.109 -4.476 0.840
H -2.615 -4.252 -0.068
H -4.178 -4.022 -0.852
H -5.358 -2.496 1.815
H -5.773 -2.398 0.116
H -5.229 -0.959 0.962
H -1.374 -2.607 3.715
H -2.259 -5.071 2.163
H -0.934 -4.904 3.295
H -0.816 -4.172 1.688
H -4.225 -3.638 3.335
H -3.543 -2.737 4.699
H -3.129 -4.417 4.455
H -3.634 1.462 -1.377
H -4.350 1.044 -3.703
H -2.956 -0.381 -5.169
H -0.952 -1.424 -4.328
H -1.146 -3.283 -0.997
H -0.188 -4.814 -3.236
H -0.681 -3.261 -3.862
H -1.809 -4.228 -2.932
H 1.627 -4.354 -1.711
H 0.332 -5.209 -0.879
H 1.115 -3.819 -0.109
H 2.539 -2.013 -1.964
H 1.106 -1.399 -4.592
H 1.561 -3.011 -3.986
H 2.790 -1.833 -4.418
H 2.316 0.406 -3.645
H 3.482 0.035 -2.382
H 2.044 0.968 -0.824
N 1.693 1.013 -1.781
C 1.889 2.342 -2.296
C 3.171 2.982 -2.141
C 3.963 2.841 -0.991
C 5.208 3.426 -0.897
C 5.717 4.162 -1.955
C 4.979 4.267 -3.124
C 3.730 3.697 -3.220
C 0.909 2.865 -3.187
C 0.803 4.256 -3.411
C -0.128 4.763 -4.287
C -0.971 3.914 -4.988
C -0.883 2.543 -4.784
C 0.022 2.027 -3.886
H 3.569 2.318 -0.133
H 5.790 3.310 0.006
H 6.677 4.645 -1.871
H 5.380 4.796 -3.973
H 3.183 3.764 -4.146
H 1.448 4.936 -2.875
H -0.190 5.830 -4.440
H -1.690 4.312 -5.683
H -1.514 1.869 -5.343
H 0.097 0.963 -3.740
C 2.841 -4.368 2.617
C 1.866 -3.407 2.236
N 1.080 -2.647 1.864
H 3.840 -3.938 2.534
H 2.770 -5.229 1.950
H 2.687 -4.701 3.643
```

Atomic partial charges in e from the Löwdin method, atoms 1 to 5: atom 1 (Ru): 0.679, atom 2 (C): -0.100, atom 3 (C): -0.498, atom 4 (C): -0.089, atom 5 (P): 1.037

Molecular formula: C51H71Br2Cl2N7O5PS2
Method: DFT, ωB97M-V with the def2-TZVPD basis set

Properties
**Max |F|**: 0.1407 hartree/bohr
**Spin multiplicity**: 1
**Charge**: +1
**HOMO**: -10.54 eV
**E_LUMO**: -0.111 Ha

Structure (XYZ):
```
141
C51H71Br2Cl2N7O5PS2 | the OMol25 dataset | ωB97M-V with the def2-TZVPD basis set
C -3.010 1.501 -4.330
C -2.381 2.096 -3.323
C -1.510 2.601 -2.036
C -1.077 1.246 -1.204
C 0.506 1.027 -1.095
C 1.026 -0.522 -1.038
C 0.626 -1.098 -2.502
C 1.372 -0.334 -3.742
C 0.379 0.521 -4.685
C 1.243 0.871 -6.043
S 0.860 -0.369 -7.375
O -0.597 -0.115 -7.782
O 1.832 -0.220 -8.526
Cl 1.068 -2.360 -6.700
C 0.381 -1.385 0.216
C -0.944 -2.138 -0.189
C -0.630 -3.644 -0.807
C -1.723 -4.737 -0.330
O -2.950 -4.519 -0.100
O -1.263 -6.123 -0.197
N 0.477 -0.654 1.549
C -0.275 -1.267 2.687
Br -0.859 0.059 4.130
C 0.283 -2.500 3.503
C -1.014 -3.196 4.251
Br 1.243 -3.956 2.616
C 1.893 -0.227 1.806
C 2.141 1.081 2.716
Cl 0.984 2.494 2.518
C 2.509 0.731 4.288
C 2.273 2.025 5.260
C 2.908 -0.061 0.557
C 4.494 -0.211 0.906
C 4.959 -1.281 1.969
O 4.348 -2.588 1.993
C 5.446 -3.505 2.373
C 4.941 -4.978 2.777
N 2.497 -0.600 -0.769
P 3.368 -1.942 -1.420
S 4.491 -1.532 -3.004
H -3.362 0.694 -5.086
H -2.249 3.259 -1.425
H -0.605 3.228 -2.371
H -1.488 1.439 -0.125
H -1.709 0.405 -1.641
H 0.806 1.562 -0.097
H 1.015 1.656 -1.915
H 0.817 -2.218 -2.658
H -0.508 -0.963 -2.754
H 2.144 0.377 -3.261
H 1.973 -1.109 -4.350
H 0.175 1.553 -4.195
H -0.576 -0.058 -4.960
H 2.371 0.721 -5.780
H 1.129 1.966 -6.370
H 1.170 -2.242 0.356
H -1.724 -2.413 0.606
H -1.597 -1.646 -1.025
H 0.393 -4.052 -0.485
H -0.730 -3.589 -1.970
H -1.509 -6.517 -1.083
H -0.077 0.231 1.385
H -1.380 -1.546 2.427
H 0.939 -2.119 4.391
H -1.896 -3.349 3.503
H -1.367 -2.609 5.171
H -0.657 -4.243 4.601
H 2.341 -1.093 2.457
H 3.149 1.592 2.403
H 3.657 0.518 4.360
H 1.994 -0.225 4.662
H 2.859 2.931 4.814
H 1.152 2.235 5.387
H 2.726 1.807 6.307
H 2.848 1.097 0.340
H 5.163 -0.315 -0.048
H 4.862 0.817 1.335
H 4.825 -0.822 3.039
H 6.113 -1.434 1.866
H 6.251 -3.591 1.539
H 6.018 -3.079 3.301
H 4.544 -5.593 1.883
H 4.223 -4.955 3.683
H 5.885 -5.557 3.152
H 2.571 -3.101 -1.810
H 4.356 -2.542 -0.529
N 4.036 4.474 3.214
C 3.313 5.566 3.526
C 3.526 6.816 2.969
C 4.545 6.956 2.038
C 5.308 5.847 1.698
C 5.016 4.638 2.307
H 2.530 5.407 4.262
H 2.910 7.660 3.256
H 4.743 7.919 1.580
H 6.112 5.921 0.975
H 5.583 3.743 2.072
N -4.576 -0.741 3.795
C -5.853 -1.055 3.511
C -6.896 -0.144 3.546
C -6.611 1.169 3.896
C -5.302 1.521 4.195
C -4.328 0.538 4.129
H -6.026 -2.094 3.247
H -7.906 -0.453 3.305
H -7.402 1.911 3.935
H -5.045 2.536 4.473
H -3.290 0.762 4.350
N -8.210 -3.810 -2.907
C -7.555 -3.586 -1.754
C -6.185 -3.728 -1.605
C -5.443 -4.127 -2.708
C -6.092 -4.366 -3.911
C -7.466 -4.193 -3.960
H -8.179 -3.280 -0.920
H -5.709 -3.531 -0.652
H -4.368 -4.249 -2.631
H -5.544 -4.679 -4.792
H -8.019 -4.364 -4.878
N -6.445 4.374 5.775
C -6.842 5.496 5.148
C -8.035 6.148 5.415
C -8.873 5.612 6.382
C -8.491 4.453 7.044
C -7.276 3.878 6.708
H -6.154 5.874 4.398
H -8.302 7.051 4.880
H -9.817 6.093 6.618
H -9.122 4.009 7.804
H -6.931 2.974 7.200
N 5.393 -0.603 -10.758
C 6.692 -0.260 -10.812
C 7.359 0.397 -9.791
C 6.647 0.725 -8.646
C 5.303 0.385 -8.563
C 4.727 -0.275 -9.637
H 7.205 -0.535 -11.729
H 8.409 0.646 -9.888
H 7.134 1.241 -7.825
H 4.718 0.626 -7.684
H 3.681 -0.565 -9.618
```

Atomic partial charges in e from the Löwdin method, atoms 1 to 5: atom 1 (C): 0.060, atom 2 (C): -0.116, atom 3 (C): -0.162, atom 4 (C): -0.178, atom 5 (C): -0.111

The calculation returns the following calculated total energy values, one per record and in order: -95268.37048 -270776.26648 eV.